Entry 1:
ORCA calculation (ωB97M-V/def2-TZVPD) on 2 unconnected molecules or ions with the total composition CH10N4O.

Output
Max |F| in eV/A: 0.574
Gap between HOMO and LUMO in eV: 10.2
Total charge: 0
HOMO energy in eV: -9.07
Energy above the lowest of the compared OMol25 structures with the same formula, charge and spin in kcal per mole: 41.6
Structure (SMILES): CNN.NON

CARTESIAN COORDINATES (ANGSTROEM)
C -1.751 -1.758 0.818
N -0.699 -1.106 0.064
N -1.259 -0.181 -0.863
H -2.353 -0.983 1.289
H -1.288 -2.376 1.587
H -2.403 -2.387 0.200
H -0.123 -1.815 -0.401
H -0.506 0.386 -1.240
H -1.730 -0.651 -1.640
N 2.635 1.948 -0.849
O 1.461 1.235 -0.637
N 1.086 1.200 0.761
H 2.527 2.897 -0.490
H 3.401 1.490 -0.350
H 0.306 1.847 0.854
H 0.696 0.253 0.897

***

Entry 2:
ORCA calculation (ωB97M-V/def2-TZVPD) on 2 unconnected molecules or ions with the total composition C3H7O3.

Output
Max |F| in eV/A: 0.473
Gap between HOMO and LUMO in eV: 4.8
Total charge: -1
HOMO energy in eV: -2.00
Energy above the lowest of the compared OMol25 structures with the same formula, charge and spin in kcal per mole: 69.1

CARTESIAN COORDINATES (ANGSTROEM)
C 0.950 0.582 -1.936
O 1.772 1.621 -2.155
C -0.140 0.864 -0.878
H 1.478 -0.345 -1.597
H 0.383 0.265 -2.848
H -0.784 -0.016 -0.679
H -0.788 1.672 -1.231
H 0.319 1.206 0.055
O 0.898 -1.467 2.208
C -0.215 -1.069 2.238
O -1.277 -1.910 2.210
H -0.505 -0.007 2.319
H -2.090 -1.397 2.292

***

Entry 3:
ORCA calculation (ωB97M-V/def2-TZVPD) on a molecular structure, C27H24N5O7OsS at a distorted geometry.

Output
Max |F| in eV/A: 1.757
Gap between HOMO and LUMO (spin up / spin down) in eV: 5.3 / 6.1
Total charge: +1
HOMO energy (spin up / spin down) in eV: -8.76 / -11.64
Multiplicity: 5

CARTESIAN COORDINATES (ANGSTROEM)
Os -0.692 -0.411 -0.994
O -4.427 2.250 4.085
C -4.055 2.906 3.154
O -3.966 4.122 2.836
C -3.198 2.146 2.025
C -3.110 0.742 2.227
C -2.395 0.030 1.319
N -1.783 0.660 0.274
C -1.876 2.013 0.048
C -2.605 2.779 0.954
C -1.186 2.454 -1.126
C -1.141 3.778 -1.581
C -0.501 4.077 -2.755
C 0.110 3.056 -3.502
C 0.058 1.779 -3.020
N -0.557 1.470 -1.857
C -2.205 -1.429 1.286
C -2.698 -2.307 2.232
C -2.502 -3.665 2.066
C -1.829 -4.132 0.944
C -1.354 -3.216 0.037
N -1.520 -1.897 0.209
H -3.607 0.288 3.070
H -2.711 3.844 0.821
H -1.623 4.554 -1.004
H -0.471 5.099 -3.107
H 0.618 3.260 -4.432
H 0.529 0.957 -3.540
H -3.227 -1.924 3.093
H -2.877 -4.359 2.805
H -1.665 -5.187 0.781
H -0.801 -3.518 -0.842
C 0.934 -2.463 -4.486
C 0.094 -1.874 -3.409
N 0.595 -1.389 -2.310
O 1.962 -1.320 -2.246
C -1.341 -1.753 -3.495
C -2.213 -2.278 -4.581
N -1.826 -1.088 -2.474
O -3.032 -0.817 -2.234
H 1.811 -2.943 -4.061
H 1.286 -1.675 -5.157
H 0.359 -3.176 -5.071
H 2.172 -1.567 -1.316
H -1.829 -1.989 -5.560
H -3.218 -1.879 -4.464
H -2.269 -3.368 -4.549
C 5.600 2.109 4.284
C 4.607 1.308 3.487
C 4.115 1.778 2.274
C 3.202 1.041 1.536
C 2.774 -0.183 2.031
C 3.244 -0.676 3.243
C 4.159 0.075 3.958
S 1.680 -1.191 1.111
O 0.876 -1.982 1.998
O 2.430 -1.924 0.100
O 0.822 -0.151 0.387
H 5.843 3.048 3.790
H 6.526 1.548 4.421
H 5.208 2.336 5.276
H 4.452 2.736 1.898
H 2.825 1.413 0.593
H 2.889 -1.627 3.617
H 4.531 -0.301 4.904